Entry 1:
The molecule C4H6N2O3, computed with the ωB97M-V functional and the def2-TZVPD basis.

The value obtained for the frontier orbital gap is 10.8 eV. For the HOMO energy, the calculation gives -10.3 eV.

```
! RIJCOSX wB97M-V def2-TZVPD def2/J DEFGRID3
* xyz 0 1
O -1.70672 1.02244 -3.25353
N -1.32908 0.67499 -2.20104
O -1.87465 0.57816 -1.15486
O 0.02681 0.32235 -2.09029
C 0.14411 -0.07158 -0.77818
N -0.10777 -1.25105 -0.41901
C 0.12375 -1.38756 0.99092
C 0.58032 -0.00279 1.52261
C 0.74340 0.84512 0.25482
H 0.86870 -2.17250 1.13476
H -0.80727 -1.72591 1.44883
H 1.50520 -0.08229 2.08746
H -0.18618 0.42317 2.16683
H 1.78829 1.02248 -0.00864
H 0.23110 1.80496 0.29931
*
```


Entry 2:
The molecule C4H6N2O3, computed with the ωB97M-V functional and the def2-TZVPD basis.

The value obtained for the frontier orbital gap is 9.0 eV. For the HOMO energy, the calculation gives -8.9 eV.

```
! RIJCOSX wB97M-V def2-TZVPD def2/J DEFGRID3
* xyz 0 1
N -1.67240 -0.83814 -0.33513
C -0.37985 -0.58945 -0.67098
N 0.29867 -1.28752 -1.56129
O 1.78723 -0.85014 -1.51295
C 1.78130 0.28277 -0.66115
O 2.67502 1.15587 -0.56010
C 0.34578 0.40762 -0.11854
C -0.24313 1.15446 0.95930
O -0.66779 0.35697 2.12362
H -1.94983 -0.21111 0.48710
H -1.66888 -1.97771 0.06850
H 0.21389 -1.22336 -2.68961
H -1.28988 1.74332 0.40811
H 0.58103 1.84906 1.25666
H 0.18886 0.02736 2.80648
*
```


Entry 3:
The molecule C4H6N2O3, computed with the ωB97M-V functional and the def2-TZVPD basis.

The value obtained for the frontier orbital gap is 9.4 eV. For the HOMO energy, the calculation gives -8.9 eV.

```
! RIJCOSX wB97M-V def2-TZVPD def2/J DEFGRID3
* xyz 0 1
N -0.57754 1.19725 0.76848
C 0.06015 -0.03310 0.26447
C -1.01050 -1.18636 0.61011
O -0.95358 -2.34746 0.29865
O -2.02763 -0.58642 1.25941
C -0.01547 -0.00744 -1.30326
C 1.23818 -0.16966 -1.69122
O 2.14973 -0.11678 -0.74266
N 1.41601 -0.38741 0.50423
H -0.04552 1.68703 1.50142
H -0.91456 1.89479 0.12526
H -1.80738 0.38725 1.48608
H -0.92450 -0.14687 -1.77530
H 1.69768 -0.27974 -2.64604
H 1.71493 0.09491 1.34037
*
```


Entry 4:
The molecule C4H6N2O3S, computed with the ωB97M-V functional and the def2-TZVPD basis.

The value obtained for the frontier orbital gap is 9.0 eV. For the HOMO energy, the calculation gives -9.1 eV.

```
! RIJCOSX wB97M-V def2-TZVPD def2/J DEFGRID3
* xyz 0 1
H -3.81918 -2.30690 -1.11695
N -4.11406 -1.42071 -0.68095
C -3.16861 -0.74181 -0.24766
O -1.83729 -0.99418 -0.56985
S -0.80388 -0.07944 0.36388
O -0.67417 -0.72429 1.66278
C 0.66639 -0.06167 -0.61881
C 1.82524 0.29941 0.29728
N -2.07049 1.18876 0.58945
C -3.29063 0.61302 0.36629
O -4.29230 1.21540 0.56490
H 0.39714 0.54480 -1.41215
H 1.61967 -0.06376 1.25627
H 2.16110 1.31212 0.27926
H 2.68460 -0.25202 -0.08988
H -2.03641 2.07457 1.10738
*
```


Entry 5:
A 2-piece molecular cluster, C4H6N2O7 overall, computed with the ωB97M-V functional and the def2-TZVPD basis.

The value obtained for the frontier orbital gap (alpha / beta) is 7.7 / 6.6 eV. For the HOMO energy (alpha / beta), the calculation gives -9.7 / -9.2 eV.

```
! RIJCOSX wB97M-V def2-TZVPD def2/J DEFGRID3
* xyz 0 1
C 0.62432 -1.28742 -1.03396
C -0.33076 0.22183 1.31328
C 0.22173 -0.08790 -1.81241
C -1.35598 -0.14887 0.30247
N -1.71897 -1.52359 0.29499
N -2.10648 0.92183 -0.41063
O -1.34892 -2.10914 1.25668
O -1.87669 1.98793 0.04336
O 1.63236 -1.17304 -0.32512
O -2.30470 -1.97496 -0.64080
O -2.82761 0.63160 -1.30758
O 0.35804 1.40954 0.89306
O 1.00602 0.91659 -1.68133
H 0.09929 -2.14267 -1.23645
H 0.39589 -0.51101 1.42475
H -0.87960 0.15310 2.22857
H -0.56334 -0.14525 -2.42262
H -0.00213 2.27828 0.93696
H 1.64792 0.73957 -1.05265
*
```


Entry 6:
The molecule C4H6N2OS, computed with the ωB97M-V functional and the def2-TZVPD basis.

The value obtained for the frontier orbital gap is 9.7 eV. For the HOMO energy, the calculation gives -9.0 eV.

```
! RIJCOSX wB97M-V def2-TZVPD def2/J DEFGRID3
* xyz 0 1
O 2.49084 -0.08843 -0.05372
C 1.27224 0.08087 -0.09782
C 0.51651 -1.00823 0.50736
C -0.64645 -1.29749 -0.39663
S -2.18990 -0.29143 -0.25033
N -1.59406 1.14245 0.46756
C -0.60533 1.71389 0.07296
N 0.65002 1.20848 -0.60722
H -0.03872 -0.46639 1.38267
H 0.96802 -1.85637 0.75993
H -0.97752 -2.35779 0.07081
H -0.15062 -1.47452 -1.32145
H -0.78054 2.74328 0.44145
H 1.08551 1.95169 -0.97557
*
```


Entry 7:
A 2-piece molecular cluster, C4H6N2OS2 overall, computed with the ωB97M-V functional and the def2-TZVPD basis.

The value obtained for the frontier orbital gap is 8.6 eV. For the HOMO energy, the calculation gives -8.7 eV.

```
! RIJCOSX wB97M-V def2-TZVPD def2/J DEFGRID3
* xyz 0 1
O -1.71349 2.39821 -0.56402
S -0.65453 1.33413 0.28506
C -1.41935 -0.13172 0.21024
N -0.74247 -1.17635 0.58897
N -1.47553 -2.28507 0.50445
C -2.67913 -2.14077 0.12350
S -3.10028 -0.44983 -0.21203
H -1.12834 3.15764 -0.80718
H -3.35996 -3.05085 0.01836
C 3.01572 0.72320 -0.52603
C 2.47751 0.01822 0.44597
H 3.26328 1.75139 -0.28833
H 2.86349 0.51688 -1.54916
H 2.64907 0.26177 1.46482
H 2.00403 -0.92685 0.30538
*
```


Entry 8:
The molecule C4H6N2S, computed with the ωB97M-V functional and the def2-TZVPD basis.

The value obtained for the frontier orbital gap (alpha / beta) is 7.9 / 7.9 eV. For the HOMO energy (alpha / beta), the calculation gives -9.1 / -9.1 eV.

```
! RIJCOSX wB97M-V def2-TZVPD def2/J DEFGRID3
* xyz 0 1
C -0.40283 0.01694 -1.16534
N -0.43530 0.56229 0.13275
C 0.27244 -0.35827 1.07561
C -0.44891 2.19077 0.57289
S -0.90862 3.47416 -0.25607
C -0.05298 2.42505 1.88791
N 0.29559 2.96640 2.85063
H -0.98409 0.59003 -1.88400
H 0.66282 0.09992 -1.59859
H -0.85527 -0.92122 -1.07312
H -0.31908 -1.16752 1.49181
H 1.09386 -0.75937 0.64539
H 0.42406 0.24437 1.89551
*
```


Entry 9:
The molecule C4H6N2S, computed with the ωB97M-V functional and the def2-TZVPD basis.

The value obtained for the frontier orbital gap is 8.4 eV. For the HOMO energy, the calculation gives -7.6 eV.

```
! RIJCOSX wB97M-V def2-TZVPD def2/J DEFGRID3
* xyz 0 1
C -1.14591 1.27742 0.82900
N -0.27702 0.30839 0.15345
C 0.19236 -0.81381 0.85832
C 1.06748 -1.49514 0.02732
N 1.03254 -0.96994 -1.22964
C 0.08587 0.47519 -1.06354
S -0.17070 1.44874 -2.29652
H -0.78659 2.22902 0.36185
H -2.14324 1.03814 0.41339
H -1.12475 1.06682 1.91727
H -0.34270 -1.11418 1.64192
H 1.68955 -2.36337 0.10750
H 1.92312 -1.08726 -1.72032
*
```


Entry 10:
The molecule C4H6N2S2, computed with the ωB97M-V functional and the def2-TZVPD basis.

The value obtained for the frontier orbital gap is 7.7 eV. For the HOMO energy, the calculation gives -8.8 eV.

```
! RIJCOSX wB97M-V def2-TZVPD def2/J DEFGRID3
* xyz 0 1
C -0.55072 1.66254 -0.03737
C -1.73098 1.07389 0.28760
C -1.77258 -0.43310 0.18523
S -3.28322 -1.14860 -0.13244
S -0.38598 -1.47023 -0.31010
C 1.07422 -1.36957 0.84852
N 2.25337 -0.79490 0.43682
N 2.01320 -0.25996 -0.74250
H 0.39543 0.78378 -0.02275
H -0.32224 2.81188 0.00193
H -2.84119 1.75585 0.35707
H 1.04995 -1.77930 1.82762
H 1.27335 -0.86539 -1.28749
H 2.82739 0.03312 -1.41215
*
```


Entry 11:
The molecule C4H6N2S2, computed with the ωB97M-V functional and the def2-TZVPD basis.

The value obtained for the frontier orbital gap is 8.5 eV. For the HOMO energy, the calculation gives -9.0 eV.

```
! RIJCOSX wB97M-V def2-TZVPD def2/J DEFGRID3
* xyz 0 1
S -1.01492 -0.91008 1.37696
C 0.08040 0.14294 0.82816
S 1.61780 0.47851 1.69199
C -0.08532 0.86621 -0.50546
C 0.87600 0.37036 -1.57384
C 0.01446 -0.70787 -2.24277
N -1.24443 -0.61127 -1.96647
N -1.34935 0.50092 -1.13580
H 1.92630 1.51275 0.94566
H -0.06183 1.96428 -0.32201
H 1.17697 1.23769 -2.30334
H 1.88710 -0.00782 -1.22228
H 0.24927 -1.32935 -3.13131
H -1.98074 0.27026 -0.39063
*
```


Entry 12:
The molecule C4H6N2S2, computed with the ωB97M-V functional and the def2-TZVPD basis.

The value obtained for the frontier orbital gap is 9.0 eV. For the HOMO energy, the calculation gives -8.3 eV.

```
! RIJCOSX wB97M-V def2-TZVPD def2/J DEFGRID3
* xyz 0 1
S 0.27977 0.74098 -3.03044
C 0.49031 0.41348 -1.40925
N 0.68109 -0.85033 -0.90989
C 0.51074 -0.87475 0.52448
C -0.71853 -0.28983 1.17039
S -1.08063 -0.75501 2.89379
C 0.45784 0.60673 0.90609
N 0.44662 1.31014 -0.35728
H 0.92242 -1.58103 -1.57141
H 1.05784 -1.62287 1.07622
H -1.59307 -0.14292 0.55814
H -1.13746 -2.05320 2.62385
H 1.00498 0.99904 1.72701
H 0.22302 2.27293 -0.50757
*
```